DFT (ωB97M-V/def2-TZVPD) results for the ion C5H13N with charge -1.

The calculation puts the total energy at -6882.757 eV. Its energy above the lowest of the compared OMol25 structures with the same formula, charge and spin is 40.7 kcal per mole. Its frontier orbital gap (spin up / spin down) is 2.7 / 9.7 eV. As for the expectation value of S²: 0.75. The HOMO energy (spin up / spin down) is 1.50 / -5.47 eV. The spin multiplicity is 2. The total charge is -1. The calculation puts the LUMO energy (spin up / spin down) at 4.194 / 4.204 eV.

The geometry in XYZ format:
```
19
Properties=species:S:1:pos:R:3:forces:R:3:mulliken_spin:R:1
C 0.385 -0.033 -1.873 3.09 4.33 -0.61 0.005
C 0.916 0.349 -0.506 2.11 -1.60 0.38 1.097
C -0.249 0.705 0.487 1.62 -0.43 1.30 0.135
C -0.729 -0.450 1.462 5.00 1.03 2.06 1.333
C -1.723 -1.311 0.911 -3.81 -0.12 -0.55 0.642
N 1.920 1.452 -0.697 1.00 -2.31 -1.02 0.048
H -0.351 -0.656 -1.717 -4.24 -3.27 0.32 0.226
H 1.116 -0.481 -2.511 0.78 -0.51 -0.23 -0.333
H 0.118 0.908 -2.402 -0.43 -0.57 0.30 -0.085
H 1.577 -0.645 -0.211 -1.91 2.31 0.16 0.054
H -1.044 1.166 -0.109 -0.18 -0.13 0.30 0.176
H 0.132 1.469 1.224 -0.20 -0.35 -0.96 -0.465
H -0.831 0.032 2.550 -0.65 -1.17 -2.33 -0.828
H 0.145 -1.182 1.628 -0.43 1.53 -0.02 0.013
H -1.441 -1.921 0.043 0.16 0.39 0.18 0.028
H -2.482 -0.553 0.631 -0.58 -1.02 -0.53 -0.107
H -2.208 -1.995 1.626 0.24 0.02 -0.05 -0.495
H 2.873 1.027 -0.543 -1.12 0.48 -0.36 -0.454
H 1.875 2.119 0.007 -0.45 1.38 1.65 0.009
```
Forces are in eV/Å.


DFT (ωB97M-V/def2-TZVPD) results for a structure of composition C30H31Br4N5O2SbTi.

The calculation puts the total energy at -352976.761 eV. Its frontier orbital gap is 6.4 eV. The HOMO energy is -8.99 eV. The spin multiplicity is 1. The total charge is +1. The calculation puts the LUMO energy at -2.546 eV.

The geometry in XYZ format:
```
74
Properties=species:S:1:pos:R:3:forces:R:3:lowdin_charge:R:1
Ti 0.320 -0.397 1.573 -1.31 0.06 0.52 0.908
C 2.127 2.374 1.472 0.00 0.02 0.00 -0.007
C 0.778 2.631 2.073 -0.06 -0.05 -0.02 -0.300
C 0.462 3.825 2.692 0.02 0.03 -0.02 -0.013
C -0.780 3.976 3.293 -0.02 0.03 0.02 -0.034
C -1.698 2.942 3.239 0.02 -0.01 0.00 -0.080
C -1.357 1.778 2.569 -0.09 0.02 -0.09 -0.500
N -0.133 1.635 2.024 0.50 0.28 0.04 -0.069
Sb -2.533 0.046 2.043 0.17 0.06 -0.08 1.289
C -2.886 0.919 0.083 0.08 0.09 0.03 -0.500
C -3.860 0.363 -0.748 -0.03 -0.07 0.07 -0.138
C -4.151 0.974 -1.955 -0.01 -0.01 -0.06 -0.083
C -3.462 2.123 -2.313 0.03 -0.01 0.00 -0.060
C -2.492 2.614 -1.443 -0.01 0.02 -0.01 -0.367
C -1.729 3.873 -1.751 0.00 0.01 -0.02 -0.032
N -2.206 2.016 -0.283 -0.05 -0.05 0.00 0.070
C 0.013 -1.498 3.229 0.17 -0.04 -0.06 -0.282
C -0.412 -2.433 4.166 -0.02 -0.02 0.02 -0.051
C 0.361 -2.567 5.302 0.00 0.01 -0.01 -0.029
C 1.514 -1.790 5.476 -0.02 -0.04 -0.01 0.000
C 1.891 -0.882 4.510 0.06 0.04 -0.01 -0.285
C 3.105 -0.014 4.598 -0.03 0.00 -0.02 -0.011
N 1.109 -0.774 3.418 -0.01 -0.06 0.06 0.007
H 2.798 1.943 2.219 0.00 -0.01 -0.01 0.083
H 2.576 3.301 1.120 0.00 0.01 0.01 0.091
H 2.074 1.674 0.638 0.01 0.00 -0.01 0.062
H 1.190 4.625 2.712 0.00 0.00 0.00 0.120
H -1.029 4.905 3.790 0.00 0.00 0.00 0.117
H -2.679 3.039 3.682 -0.01 -0.01 -0.01 0.105
H -4.404 -0.519 -0.432 0.00 0.00 -0.01 0.096
H -4.925 0.574 -2.601 0.00 0.00 0.01 0.111
H -3.695 2.653 -3.230 0.01 0.00 0.01 0.114
H -2.354 4.749 -1.570 0.00 0.00 0.01 0.089
H -1.412 3.919 -2.795 -0.01 0.00 0.00 0.069
H -0.859 3.943 -1.101 0.01 0.00 -0.01 0.074
H -1.300 -3.026 4.004 0.00 0.00 0.00 0.111
H 0.084 -3.283 6.065 0.01 0.00 0.01 0.117
H 2.121 -1.907 6.363 0.00 0.00 0.00 0.121
H 3.805 -0.391 5.340 -0.01 0.01 0.01 0.086
H 2.822 1.003 4.879 0.01 0.01 -0.01 0.090
H 3.604 0.023 3.629 0.01 -0.01 0.01 0.079
Br 4.038 -5.516 -0.214 0.01 -0.01 0.00 0.742
C 2.593 -4.318 -0.098 0.01 -0.02 -0.01 -0.755
C 1.288 -4.757 -0.310 0.03 -0.01 -0.03 -0.755
Br 0.938 -6.558 -0.728 -0.01 -0.01 0.00 0.740
C 0.227 -3.854 -0.206 -0.13 0.10 -0.04 -0.644
Br -1.573 -4.364 -0.444 -0.03 -0.01 0.03 0.793
C 0.461 -2.522 0.098 0.46 0.02 -0.09 -0.431
O -0.475 -1.594 0.285 0.01 -0.33 0.15 -0.296
C 1.792 -2.068 0.280 -0.15 -0.01 -0.14 -0.410
O 1.912 -0.757 0.551 0.15 -0.20 -0.09 -0.226
C 2.837 -2.975 0.205 0.06 0.20 -0.08 -0.650
Br 4.565 -2.294 0.509 0.04 0.01 0.00 0.787
C -1.474 -0.903 -3.968 -0.01 -0.02 0.03 -0.037
C -0.938 -1.228 -2.553 0.00 0.02 -0.04 -0.130
N 0.392 -0.666 -2.383 0.13 0.00 0.00 -0.142
C 0.354 0.781 -2.500 0.02 -0.04 0.03 -0.115
C -0.171 1.187 -3.900 -0.01 0.00 0.01 -0.049
N -0.417 -0.087 -4.663 -0.01 0.02 -0.01 -0.087
C 0.855 -0.877 -4.791 0.03 -0.02 0.01 -0.049
C 1.316 -1.226 -3.352 -0.04 -0.05 0.00 -0.116
H -2.377 -0.295 -3.943 -0.02 0.00 -0.01 0.119
H -1.649 -1.787 -4.579 0.00 0.01 -0.01 0.136
H -0.892 -2.305 -2.398 0.00 0.00 -0.01 0.094
H -1.593 -0.819 -1.788 -0.01 0.00 -0.01 0.105
H 1.358 1.173 -2.340 0.01 0.00 0.00 0.134
H -0.298 1.181 -1.724 0.00 0.01 0.00 0.106
H 0.542 1.776 -4.476 0.00 0.00 -0.01 0.135
H -1.123 1.713 -3.851 0.00 0.00 -0.01 0.108
H -0.749 0.151 -5.595 0.00 0.00 0.00 0.187
H 1.567 -0.255 -5.331 0.00 0.00 0.00 0.133
H 0.628 -1.757 -5.390 -0.01 0.01 -0.01 0.134
H 2.314 -0.831 -3.163 0.01 0.00 -0.01 0.135
H 1.354 -2.307 -3.217 0.00 0.00 0.01 0.135
```
Forces are in eV/Å.


DFT (ωB97M-V/def2-TZVPD) results for an isolated molecule of C14H14N2O2S.

The calculation puts the total energy at -32655.874 eV. Its energy above the lowest of the compared OMol25 structures with the same formula, charge and spin is 25.0 kcal per mole. Its frontier orbital gap is 8.8 eV. The HOMO energy is -8.53 eV. The spin multiplicity is 1. The total charge is 0. The calculation puts the LUMO energy at 0.309 eV.

The geometry in XYZ format:
```
33
Properties=species:S:1:pos:R:3:forces:R:3:lowdin_charge:R:1
C -3.472 -1.616 -3.849 0.07 0.08 0.07 -0.171
C -2.348 -1.762 -2.842 0.21 0.33 0.24 -0.509
S -1.768 -0.080 -2.352 -0.02 -0.29 0.00 1.005
C -1.134 -0.367 -0.736 -0.30 0.51 -0.07 -0.503
C -1.170 0.591 0.216 0.23 -1.01 0.04 -0.227
C -1.790 1.829 0.008 -0.39 0.37 -0.20 -0.247
N -2.313 2.846 -0.106 -0.11 0.36 -0.04 0.175
C -0.482 0.343 1.548 0.03 -0.01 -0.08 -0.207
C 0.945 0.840 1.435 0.12 0.11 0.17 -0.173
C 1.164 2.213 1.404 -0.07 0.02 0.03 -0.043
C 2.446 2.713 1.263 -0.08 -0.05 -0.01 -0.066
C 3.527 1.860 1.152 0.20 -0.32 -0.02 -0.016
C 3.317 0.486 1.183 -0.26 0.22 -0.01 -0.306
O 4.394 -0.336 1.075 0.20 -0.14 -0.01 0.061
C 2.028 -0.019 1.321 0.06 -0.02 0.03 0.038
C -0.627 -1.137 1.900 0.10 0.12 0.13 -0.041
C -0.216 -2.050 0.769 -0.06 -0.13 0.33 -0.478
O 0.330 -3.121 0.904 0.09 -0.09 0.09 0.087
N -0.553 -1.593 -0.479 0.01 -0.05 -0.51 0.116
H -4.300 -1.061 -3.416 -0.08 0.02 -0.01 0.073
H -3.827 -2.600 -4.149 -0.02 -0.05 -0.06 0.076
H -3.126 -1.085 -4.732 -0.04 0.02 -0.13 0.070
H -1.508 -2.304 -3.279 -0.07 -0.08 0.08 0.070
H -2.694 -2.266 -1.941 0.04 -0.05 -0.04 0.080
H -0.987 0.938 2.316 0.04 -0.12 -0.12 0.158
H 0.326 2.889 1.484 -0.08 0.09 0.03 0.109
H 2.604 3.781 1.240 0.03 0.10 0.00 0.108
H 4.532 2.232 1.044 0.13 0.06 -0.01 0.116
H 4.112 -1.258 1.121 0.00 0.15 -0.01 0.110
H 1.898 -1.091 1.346 0.02 -0.13 0.05 0.109
H -0.051 -1.391 2.790 -0.01 -0.09 -0.11 0.137
H -1.680 -1.352 2.111 0.04 0.01 -0.02 0.144
H -0.317 -2.195 -1.257 0.00 0.04 0.17 0.146
```
Forces are in eV/Å.


DFT (ωB97M-V/def2-TZVPD) results for a cluster of 2 separate species, C6H9N2O2 in total.

The calculation puts the total energy at -13444.250 eV. Its energy above the lowest of the compared OMol25 structures with the same formula, charge and spin is 34.9 kcal per mole. Its frontier orbital gap is 8.5 eV. The HOMO energy is -4.57 eV. The spin multiplicity is 1. The total charge is -1. The calculation puts the LUMO energy at 3.935 eV.

The geometry in XYZ format:
```
19
Properties=species:S:1:pos:R:3:forces:R:3:lowdin_charge:R:1
C 1.573 -3.244 0.540 -0.96 -1.35 1.02 -0.084
C -0.497 -0.750 2.113 1.48 -3.15 -0.64 -0.241
C 0.747 -0.844 0.263 -2.01 0.24 3.49 -0.066
C 0.761 -2.060 0.859 -0.73 0.83 1.64 -0.413
N -0.055 -0.021 1.117 0.71 3.02 -3.88 0.020
N -0.012 -2.050 2.040 -0.59 2.10 -0.50 0.046
H -0.408 1.041 0.656 0.07 -2.91 1.10 0.189
H -1.101 -0.315 2.869 -0.51 -0.14 0.57 0.088
H 1.386 -0.420 -0.407 1.02 0.95 -2.11 0.069
H 0.873 -4.066 0.367 -0.12 -0.24 -0.03 0.060
H 2.076 -3.556 1.491 0.37 0.28 -1.16 0.081
H 2.120 -3.192 -0.389 0.75 0.33 0.16 0.063
C -0.539 3.241 -2.252 -2.17 0.72 -0.52 -0.049
C -0.617 1.972 -1.483 0.05 0.52 -0.05 -0.792
O -1.289 2.047 -0.416 0.44 -0.53 1.43 -0.102
O -0.118 0.995 -2.024 0.62 -1.40 -0.02 -0.027
H 0.096 4.033 -2.039 1.89 1.04 1.25 0.037
H -1.510 3.713 -2.084 -0.25 0.04 -0.47 0.072
H -0.376 3.043 -3.276 -0.06 -0.34 -1.29 0.051
```
Forces are in eV/Å.


| no. | strongest force on any atom (eV Å⁻¹) |
| --- | --- |
| 1 | 5.509 |
| 2 | 1.408 |
| 3 | 1.039 |
| 4 | 4.967 |